# 1
The following is a quantum chemistry calculation of the molecule C3H3NO2 in a non-equilibrium geometry, from OMol25.

Positions of all 9 atoms, in Å:
N -0.23 -2.33 1.90
C -0.01 -1.38 1.26
C 0.14 0.11 0.14
O 1.26 0.83 0.48
C -0.83 0.66 -0.86
O 0.17 -0.35 -1.20
H 2.03 0.37 0.10
H -1.85 0.35 -0.78
H -0.68 1.73 -1.05

## Properties
**SMILES**: N#C[C@]1(O)CO1
**E_LUMO**: 0.6 eV
**HOMO level**: -11.82 eV
**Total charge**: 0
**Frontier orbital gap**: 0.455 hartree
**Energy above the lowest of the compared OMol25 structures with the same formula, charge and spin**: 400.5 kJ/mol

=====

# 2
The following is a quantum chemistry calculation of the molecule C24H23N3O4 in a non-equilibrium geometry, from OMol25.

Positions of all 54 atoms, in Å:
C 4.92 -4.06 3.99
O 5.14 -3.61 2.68
C 4.09 -3.59 1.79
C 2.80 -3.96 2.15
C 1.76 -3.93 1.24
C 1.99 -3.51 -0.06
C 0.84 -3.45 -1.05
C -0.12 -2.42 -0.60
N -1.15 -2.62 0.15
C -1.70 -1.37 0.35
C -2.83 -0.95 1.04
C -3.11 0.40 1.03
C -2.30 1.33 0.35
C -2.74 2.76 0.40
O -3.91 3.06 0.57
N -1.76 3.68 0.28
C -2.04 5.08 0.11
C -2.04 5.49 -1.38
C -3.15 4.75 -2.08
C -2.95 3.48 -2.61
C -4.04 2.79 -3.13
C -5.28 3.41 -3.11
C -5.37 4.68 -2.58
N -4.34 5.34 -2.08
C -1.18 0.92 -0.36
C -0.90 -0.43 -0.34
O 0.10 -1.12 -0.95
C 3.26 -3.13 -0.42
C 4.33 -3.16 0.47
O 5.51 -2.75 -0.07
C 6.73 -2.85 0.64
H 4.21 -3.42 4.52
H 4.56 -5.10 4.01
H 5.89 -4.00 4.48
H 2.59 -4.29 3.15
H 0.76 -4.21 1.55
H 1.22 -3.19 -2.04
H 0.33 -4.41 -1.08
H -3.45 -1.65 1.57
H -3.97 0.79 1.54
H -0.81 3.37 0.10
H -1.29 5.67 0.65
H -3.03 5.26 0.53
H -2.23 6.56 -1.45
H -1.08 5.25 -1.83
H -1.97 3.03 -2.62
H -3.92 1.80 -3.53
H -6.16 2.90 -3.49
H -6.31 5.22 -2.55
H -0.55 1.59 -0.92
H 3.48 -2.79 -1.42
H 6.74 -2.20 1.52
H 7.49 -2.53 -0.06
H 6.93 -3.88 0.95

## Properties
**SMILES**: COc1ccc(Cc2nc3ccc(C(=O)NCCc4ccccn4)cc3o2)cc1OC
**E_LUMO**: 0.6 eV
**HOMO level**: -8.16 eV
**Total charge**: 0
**Frontier orbital gap**: 0.320 hartree
**Energy above the lowest of the compared OMol25 structures with the same formula, charge and spin**: 182.6 kJ/mol

=====

# 3
The following is a quantum chemistry calculation of a structure of composition C37H20ClN9Pd in a non-equilibrium geometry, from OMol25.

Positions of all 68 atoms, in Å:
Pd -0.09 -0.05 -0.68
C 6.33 3.13 1.20
C 5.71 4.35 1.37
C 4.33 4.50 1.14
C 3.64 3.38 0.76
C 2.24 3.13 0.38
N 2.04 1.79 0.07
C 3.20 1.18 0.23
N 3.52 -0.15 0.26
C 2.64 -1.05 0.58
C 2.98 -2.28 1.35
C 4.16 -2.95 1.53
C 4.14 -4.01 2.44
C 3.00 -4.32 3.18
C 1.83 -3.59 3.04
C 1.83 -2.59 2.09
C 0.83 -1.58 1.70
N -0.17 -1.16 2.50
C -0.65 0.02 2.27
N -0.75 0.65 1.04
C -0.72 1.97 1.23
N -1.33 1.15 -1.77
C -1.37 2.28 -1.40
N -0.66 2.77 0.19
C 0.11 3.79 -0.16
N 1.34 4.06 0.25
C -0.54 4.49 -1.27
C -0.28 5.78 -1.73
C -1.02 6.23 -2.82
C -1.94 5.40 -3.45
C -2.16 4.09 -3.02
C -1.45 3.66 -1.92
C -0.85 2.28 2.66
C -0.95 3.47 3.35
C -1.12 3.38 4.74
C -1.18 2.15 5.38
C -1.06 0.94 4.67
C -0.91 1.04 3.31
N 1.26 -0.91 0.62
C 4.27 2.14 0.60
C 5.62 1.98 0.82
H 7.40 3.06 1.38
H 6.29 5.21 1.67
H 3.85 5.46 1.27
H 5.06 -2.68 1.00
H 5.04 -4.60 2.59
H 3.04 -5.14 3.89
H 0.96 -3.80 3.64
H 0.44 6.41 -1.23
H -0.87 7.24 -3.18
H -2.49 5.77 -4.30
H -2.85 3.44 -3.54
H -0.91 4.43 2.86
H -1.21 4.29 5.32
H -1.31 2.12 6.45
H -1.10 -0.01 5.18
H 6.11 1.03 0.69
Cl 1.46 -4.40 -3.86
C 1.30 -2.69 -3.74
C 1.63 -1.86 -4.80
C 1.47 -0.50 -4.64
C 0.99 -0.01 -3.44
N 0.68 -0.82 -2.42
C 0.83 -2.14 -2.56
H 1.99 -2.28 -5.73
H 1.71 0.19 -5.44
H 0.84 1.05 -3.27
H 0.56 -2.77 -1.72

## Properties
**E_LUMO**: -7.8 eV
**HOMO level**: -14.40 eV
**Total charge**: +2
**Frontier orbital gap**: 0.241 hartree
**Energy above the lowest of the compared OMol25 structures with the same formula, charge and spin**: 137.5 kJ/mol

=====

# 4
The following is a quantum chemistry calculation of a structure of composition C23H29N9O2RuS2 in a non-equilibrium geometry, from OMol25.

Positions of all 66 atoms, in Å:
Ru -0.16 -0.32 -0.32
C -4.89 2.55 1.38
C -3.92 3.62 0.89
N -3.05 3.20 -0.18
C -2.10 2.22 -0.02
S -1.25 1.83 -1.48
N -1.88 1.77 1.17
N -0.91 0.88 1.38
C -0.72 0.44 2.63
C -1.61 0.94 3.73
C 0.36 -0.44 2.83
C 0.83 -0.92 4.08
C 1.99 -1.65 4.14
C 2.70 -1.92 2.95
C 2.13 -1.52 1.76
N 1.01 -0.84 1.68
H -5.44 2.93 2.24
H -4.33 1.67 1.68
H -5.60 2.27 0.61
H -3.28 3.92 1.72
H -4.47 4.49 0.53
H -3.39 3.26 -1.13
H -2.56 0.40 3.74
H -1.85 1.99 3.56
H -1.13 0.83 4.70
H 0.28 -0.72 4.98
H 2.37 -2.00 5.09
H 3.63 -2.45 2.97
H 2.59 -1.79 0.81
C 4.26 0.97 -1.65
N 3.22 0.21 -2.29
C 3.44 -0.47 -3.45
C 2.48 -1.22 -4.02
C 1.17 -1.34 -3.38
O 0.28 -2.06 -3.84
N 1.01 -0.63 -2.23
C 1.97 0.11 -1.68
O 1.79 0.72 -0.61
H 4.82 1.53 -2.40
H 4.94 0.32 -1.10
H 3.79 1.66 -0.95
H 4.43 -0.37 -3.87
H 2.64 -1.77 -4.93
C -3.19 -4.45 -0.11
N -1.76 -4.26 -0.01
C -0.97 -3.63 -0.91
N -1.38 -3.44 -2.16
S 0.61 -3.30 -0.44
H -3.63 -4.36 0.88
H -3.42 -5.44 -0.51
H -3.64 -3.69 -0.74
H -1.33 -4.39 0.89
H -2.37 -3.43 -2.35
H -0.78 -2.86 -2.77
N -1.84 -1.10 -0.32
C -3.14 -1.02 -0.46
C -3.78 -0.81 -1.72
C -5.15 -0.77 -1.81
C -5.95 -0.94 -0.68
C -5.35 -1.15 0.56
C -3.99 -1.20 0.67
H -3.16 -0.65 -2.58
H -5.62 -0.61 -2.77
H -7.03 -0.89 -0.76
H -5.97 -1.30 1.43
H -3.50 -1.34 1.63

## Properties
**2S+1**: 2
**E_LUMO (spin up / spin down)**: 2.3 / 2.3 eV
**HOMO level (spin up / spin down)**: -2.74 / -2.52 eV
**Expectation value of S²**: 1.026
**Total charge**: -1
**Frontier orbital gap (spin up / spin down)**: 0.186 / 0.177 hartree

=====

# 5
The following is a quantum chemistry calculation of the molecule C18H18FN3O2 in a non-equilibrium geometry, from OMol25.

Positions of all 42 atoms, in Å:
O 0.99 -0.51 -1.43
C -0.22 -0.45 -1.56
C -1.10 -1.67 -1.35
C -1.16 -1.91 0.17
O -2.18 -1.86 0.80
N 0.08 -2.17 0.67
N 0.27 -2.34 1.99
C 1.44 -2.47 2.48
C 2.74 -2.50 1.79
C 2.94 -3.21 0.60
C 4.17 -3.20 -0.02
C 5.20 -2.48 0.55
F 6.41 -2.47 -0.06
C 5.04 -1.79 1.73
C 3.81 -1.80 2.35
N -0.89 0.68 -1.86
C -0.26 1.98 -1.84
C -0.57 2.72 -0.52
C -2.06 2.88 -0.35
C -2.80 1.92 0.32
C -4.18 2.04 0.42
C -4.83 3.13 -0.15
C -4.09 4.09 -0.82
C -2.72 3.97 -0.92
H -2.11 -1.53 -1.72
H -0.64 -2.54 -1.83
H 0.88 -2.01 0.05
H 1.46 -2.54 3.56
H 2.14 -3.80 0.19
H 4.33 -3.75 -0.94
H 5.88 -1.25 2.15
H 3.67 -1.26 3.27
H -1.90 0.67 -1.81
H 0.81 1.82 -1.94
H -0.63 2.56 -2.69
H -0.08 3.69 -0.55
H -0.16 2.14 0.31
H -2.31 1.07 0.77
H -4.74 1.29 0.95
H -5.90 3.22 -0.06
H -4.59 4.94 -1.26
H -2.15 4.72 -1.45

## Properties
**SMILES**: O=C(CC(=O)N/N=C\c1ccc(F)cc1)NCCc1ccccc1
**E_LUMO**: 0.6 eV
**HOMO level**: -8.81 eV
**Total charge**: 0
**Frontier orbital gap**: 0.347 hartree
**Energy above the lowest of the compared OMol25 structures with the same formula, charge and spin**: 14.4 kJ/mol

=====

# 6
The following is a quantum chemistry calculation of a structure of composition C33H55MnNP2 in a non-equilibrium geometry, from OMol25.

Positions of all 92 atoms, in Å:
Mn 0.98 0.79 0.34
C 3.10 0.61 0.68
C 2.74 1.95 0.29
C 1.71 1.46 2.33
C 2.47 0.33 1.94
C 1.89 2.48 1.32
C 4.09 -0.29 0.03
H 4.23 -0.05 -1.03
H 3.78 -1.35 0.10
H 5.07 -0.22 0.52
C 2.76 -0.86 2.78
H 3.37 -1.61 2.25
H 1.79 -1.33 3.04
H 3.28 -0.58 3.71
C 1.02 1.67 3.63
H 1.74 1.61 4.48
H 0.25 0.89 3.78
H 0.52 2.65 3.68
C 1.44 3.89 1.46
H 2.14 4.46 2.09
H 0.46 3.96 1.95
H 1.38 4.39 0.49
C 3.24 2.70 -0.89
H 4.10 3.32 -0.63
H 2.47 3.37 -1.29
H 3.56 2.02 -1.68
C -1.34 -2.16 -5.66
C -0.19 -1.67 -6.13
C -0.01 -0.62 -7.18
C -1.14 0.44 -7.31
C -1.52 1.11 -6.02
C -2.42 0.69 -5.12
C -3.28 -0.54 -5.20
C -2.73 -1.72 -6.04
H 0.11 -1.08 -8.18
H -2.00 0.00 -7.80
H 0.94 -0.11 -6.98
H -2.80 -1.48 -7.11
H -1.34 -3.01 -4.97
H 0.76 -2.13 -5.81
H -3.40 -2.58 -5.86
H -3.45 -0.88 -4.17
H -2.64 1.32 -4.26
H -4.28 -0.29 -5.60
H -0.75 1.23 -7.98
H -1.03 2.08 -5.88
P 0.50 -0.53 -1.41
P -1.12 1.60 -0.01
C -1.22 -0.26 -2.12
C -2.11 0.47 -1.12
H -1.64 -1.24 -2.40
H -1.11 0.31 -3.05
H -2.88 1.06 -1.62
H -2.63 -0.25 -0.46
C -2.15 2.01 1.43
H -1.69 2.83 2.00
H -2.28 1.15 2.09
H -3.15 2.35 1.08
C -0.99 3.14 -0.99
H -1.95 3.35 -1.48
H -0.20 3.04 -1.74
H -0.74 3.97 -0.31
C 0.59 -2.32 -1.10
H 1.59 -2.57 -0.69
H 0.44 -2.87 -2.04
H -0.16 -2.64 -0.36
C 1.67 -0.24 -2.77
H 1.82 0.84 -2.91
H 1.30 -0.68 -3.71
H 2.63 -0.70 -2.51
C 0.28 0.02 7.27
N -0.08 -1.25 6.68
C -0.17 -2.40 7.54
C 0.46 -1.49 5.35
C -0.55 -1.79 4.27
C -1.81 -2.38 4.57
C -2.73 -2.66 3.54
C -2.44 -2.28 2.24
C -1.20 -1.62 1.96
C -0.27 -1.48 2.95
H -0.32 0.21 8.18
H 0.06 0.80 6.53
H 1.35 0.10 7.55
H -0.74 -2.14 8.44
H -0.69 -3.19 6.99
H 0.82 -2.80 7.87
H 1.03 -0.59 5.04
H 1.22 -2.30 5.43
H -2.04 -2.56 5.62
H -3.68 -3.14 3.77
H -3.12 -2.49 1.39
H -1.02 -1.24 0.94

## Properties
**2S+1**: 5
**E_LUMO (spin up / spin down)**: -1.8 / -3.2 eV
**HOMO level (spin up / spin down)**: -10.20 / -10.25 eV
**Expectation value of S²**: 6.079
**Total charge**: +1
**Frontier orbital gap (spin up / spin down)**: 0.310 / 0.259 hartree

=====

# 7
The following is a quantum chemistry calculation of a cluster of 2 separate species, ClH2NO2P in total in a non-equilibrium geometry, from OMol25.

Positions of all 7 atoms, in Å:
N -0.51 -0.30 -0.48
O 1.02 -0.50 1.67
O -1.33 1.86 -0.75
P 1.09 0.01 0.30
Cl 2.09 -1.46 -0.89
H -1.07 -0.49 0.39
H -1.29 0.87 -0.24

## Properties
**E_LUMO (spin up / spin down)**: 2.2 / 3.5 eV
**HOMO level (spin up / spin down)**: -4.31 / -4.53 eV
**Total charge**: -1
**Frontier orbital gap (spin up / spin down)**: 0.240 / 0.297 hartree
**Energy above the lowest of the compared OMol25 structures with the same formula, charge and spin**: 634.1 kJ/mol

=====

# 8
The following is a quantum chemistry calculation of a structure of composition C45H53CaN5O2S3 in a non-equilibrium geometry, from OMol25.

Positions of all 109 atoms, in Å:
Ca 1.58 0.68 -1.40
C 2.81 -0.36 -4.31
C 3.55 0.97 -4.27
N 2.99 1.86 -3.23
C 3.95 2.80 -2.65
C 5.01 2.09 -1.78
S 4.37 0.72 -0.78
C 4.80 -0.76 -1.78
C 3.64 -1.62 -2.28
N 2.54 -0.88 -2.95
H 1.86 -0.23 -4.81
H 3.39 -1.08 -4.90
H 4.60 0.81 -4.05
H 3.51 1.43 -5.26
H 2.21 2.39 -3.62
H 4.46 3.39 -3.40
H 3.39 3.50 -2.02
H 5.83 1.70 -2.38
H 5.44 2.81 -1.09
H 5.44 -0.42 -2.59
H 5.41 -1.39 -1.14
H 4.06 -2.36 -2.95
H 3.20 -2.14 -1.43
H 1.77 -1.54 -3.03
C 3.18 -1.06 7.06
C 2.86 -0.66 5.64
C 2.84 0.68 5.25
C 2.54 1.04 3.94
C 2.25 0.03 3.03
C 2.28 -1.31 3.37
C 2.59 -1.64 4.68
S 1.81 0.51 1.39
O 1.99 -0.74 0.54
C 0.05 0.89 1.46
C -0.23 2.28 1.45
C -1.50 2.74 1.50
C -2.58 1.82 1.51
C -3.92 2.28 1.55
C -4.96 1.40 1.58
C -4.71 0.01 1.56
C -3.43 -0.47 1.52
C -2.31 0.43 1.50
C -0.96 -0.04 1.50
C -0.73 -1.53 1.69
C -0.87 -2.04 3.04
C -1.09 -1.19 4.16
C -1.18 -1.70 5.42
C -1.06 -3.10 5.64
C -0.84 -3.94 4.59
C -0.74 -3.43 3.27
C -0.49 -4.31 2.18
C -0.33 -3.82 0.93
C -0.45 -2.43 0.69
S -0.03 -2.03 -1.01
O -0.16 -0.52 -1.26
C -1.43 -2.73 -1.82
C -1.24 -3.79 -2.69
C -2.34 -4.34 -3.34
C -3.62 -3.83 -3.13
C -4.83 -4.43 -3.82
C -3.78 -2.75 -2.25
C -2.70 -2.19 -1.59
H 3.48 -0.20 7.66
H 3.98 -1.80 7.09
H 2.30 -1.51 7.54
H 3.07 1.46 5.98
H 2.55 2.09 3.64
H 2.08 -2.08 2.63
H 2.61 -2.69 4.97
H 0.61 2.98 1.44
H -1.71 3.80 1.52
H -4.11 3.36 1.57
H -5.98 1.77 1.62
H -5.54 -0.69 1.59
H -3.26 -1.54 1.52
H -1.17 -0.12 4.02
H -1.34 -1.04 6.26
H -1.13 -3.49 6.65
H -0.74 -5.01 4.75
H -0.42 -5.37 2.37
H -0.11 -4.50 0.10
H -0.24 -4.19 -2.85
H -2.20 -5.18 -4.02
H -4.54 -5.18 -4.55
H -5.41 -3.66 -4.33
H -5.49 -4.91 -3.09
H -4.77 -2.34 -2.08
H -2.83 -1.34 -0.93
C -1.35 1.39 -3.44
N -1.70 2.51 -2.56
C -3.07 2.47 -2.03
C -0.73 3.26 -1.96
N 0.48 2.76 -1.77
N -1.07 4.52 -1.58
C -2.08 5.32 -2.30
C -0.16 5.30 -0.76
H -2.07 1.36 -4.26
H -1.38 0.43 -2.92
H -0.36 1.55 -3.86
H -3.26 1.49 -1.59
H -3.79 2.65 -2.83
H -3.20 3.22 -1.26
H 1.11 3.52 -1.51
H -2.53 4.74 -3.10
H -1.59 6.19 -2.75
H -2.86 5.67 -1.63
H 0.65 5.74 -1.35
H 0.27 4.69 0.03
H -0.71 6.11 -0.29

## Properties
**E_LUMO**: -4.6 eV
**HOMO level**: -12.78 eV
**Total charge**: +2
**Frontier orbital gap**: 0.299 hartree
**Energy above the lowest of the compared OMol25 structures with the same formula, charge and spin**: 79.2 kJ/mol

=====

# 9
The following is a quantum chemistry calculation of the ion C5H12N with charge +1 in a non-equilibrium geometry, from OMol25.

Positions of all 18 atoms, in Å:
C 0.58 -2.24 -0.86
C -0.73 -1.44 -0.78
C -0.53 0.03 -1.27
C 0.06 0.99 -0.18
C -0.27 1.03 1.12
N 0.27 2.19 1.88
H 1.34 -1.53 -0.35
H 0.49 -3.15 -0.36
H 0.83 -2.19 -1.93
H -1.53 -1.84 -1.37
H -0.99 -1.45 0.30
H 0.29 0.11 -2.01
H -1.37 0.27 -1.84
H 0.75 1.85 -0.46
H -0.29 0.09 1.69
H 0.94 1.79 2.49
H 0.48 3.02 1.30
H -0.32 2.47 2.63

## Properties
**SMILES**: CCC/C=C/[NH3+]
**E_LUMO**: -3.7 eV
**HOMO level**: -14.49 eV
**Total charge**: +1
**Frontier orbital gap**: 0.395 hartree
**Energy above the lowest of the compared OMol25 structures with the same formula, charge and spin**: 273.9 kJ/mol

=====

# 10
The following is a quantum chemistry calculation of a cluster of 2 separate species, C4H14N2O in total in a non-equilibrium geometry, from OMol25.

Positions of all 21 atoms, in Å:
C 2.28 0.55 -1.70
C 1.32 -0.46 -0.90
N -0.13 -0.01 -0.60
C -0.84 -0.81 0.52
C -0.10 -0.59 1.82
N 0.05 0.84 2.18
H 2.87 -0.12 -2.27
H 2.91 1.15 -0.93
H 1.91 1.29 -2.32
H 1.77 -0.60 0.05
H 1.40 -1.44 -1.24
H -0.76 0.43 -1.14
H -0.82 -1.92 0.35
H -1.91 -0.67 0.52
H -0.70 -1.31 2.47
H 0.92 -1.05 1.82
H 1.02 0.91 2.58
H -0.55 1.19 2.88
O -3.82 0.89 -1.65
H -2.94 1.52 -1.56
H -3.88 0.23 -0.89

## Properties
**SMILES**: CCNCCN.O
**E_LUMO**: 0.8 eV
**HOMO level**: -8.18 eV
**Total charge**: 0
**Frontier orbital gap**: 0.330 hartree
**Energy above the lowest of the compared OMol25 structures with the same formula, charge and spin**: 346.0 kJ/mol